[1]
Here is a 7-piece molecular cluster, C16H41F2N6O12S2 overall at a distorted geometry from the OMol25 dataset. Energies are from ωB97M-V/def2-TZVPD.

As for the charge: +3. The HOMO-LUMO gap comes out at 6.45 eV. Its highest occupied orbital energy is -14.9911 eV. The value obtained for the energy is -77844.367 eV. The LUMO energy comes out at -8.54 eV.

Last column: Löwdin charge in e.
Element x y z (Å)
N (-0.966, -0.794, 0.237)  -0.28
S (-0.580, 0.661, -0.246)  0.45
O (0.780, 1.084, 0.037)  -0.27
O (-1.632, 1.611, -0.456)  -0.23
F (-0.383, 0.221, -1.770)  -0.18
S (-0.859, -0.286, 1.929)  0.57
O (-1.940, 0.514, 2.431)  -0.25
O (0.449, -0.224, 2.498)  -0.26
F (-1.373, -1.705, 2.496)  -0.19
C (5.775, 1.414, -0.189)  0.05
C (4.285, 1.258, -0.077)  -0.37
O (3.627, 0.632, -0.829)  0.18
N (3.534, 2.233, 0.827)  0.08
H (3.976, 3.162, 0.854)  0.19
H (2.660, 2.613, 0.440)  0.17
C (3.345, 1.678, 2.210)  0.04
H (6.164, 0.440, 0.118)  0.11
H (6.281, 2.111, 0.483)  0.10
H (6.091, 1.722, -1.183)  0.12
H (4.287, 1.682, 2.749)  0.12
H (2.823, 0.728, 2.140)  0.08
H (2.668, 2.419, 2.637)  0.10
C (1.591, -4.099, 1.925)  0.04
C (1.879, -2.855, 1.147)  -0.42
O (2.731, -2.081, 1.421)  0.17
N (1.146, -2.714, -0.150)  0.08
H (0.717, -3.621, -0.338)  0.17
H (0.358, -2.036, 0.045)  0.11
C (1.891, -2.288, -1.376)  0.02
H (0.695, -4.693, 1.741)  0.10
H (1.555, -3.911, 2.996)  0.11
H (2.456, -4.731, 1.695)  0.12
H (1.319, -2.524, -2.274)  0.07
H (2.876, -2.754, -1.443)  0.13
H (2.183, -1.241, -1.321)  0.07
C (0.416, 1.782, 5.153)  0.04
C (-0.216, 0.573, 5.819)  -0.38
O (0.418, -0.375, 6.113)  0.21
N (-1.597, 0.772, 6.459)  0.11
H (-1.642, 0.180, 7.294)  0.19
H (-1.726, 1.724, 6.811)  0.18
C (-2.713, 0.448, 5.503)  0.03
H (1.495, 1.878, 5.223)  0.10
H (-0.067, 2.655, 5.592)  0.10
H (0.228, 1.668, 4.083)  0.07
H (-2.751, 1.127, 4.657)  0.09
H (-3.649, 0.492, 6.056)  0.12
H (-2.592, -0.567, 5.132)  0.11
C (-1.964, 2.267, -6.385)  0.04
C (-2.011, 3.005, -5.069)  -0.39
O (-2.452, 4.097, -4.978)  0.19
N (-1.462, 2.308, -3.826)  0.09
H (-2.268, 2.048, -3.250)  0.18
H (-1.182, 1.338, -4.050)  0.10
C (-0.298, 3.047, -3.255)  0.02
H (-0.897, 2.066, -6.538)  0.10
H (-2.191, 2.963, -7.189)  0.10
H (-2.600, 1.390, -6.476)  0.10
H (-0.601, 3.955, -2.739)  0.11
H (0.348, 3.323, -4.082)  0.12
H (0.185, 2.429, -2.508)  0.06
C (-4.338, -1.708, 0.550)  0.04
C (-4.201, -1.930, -0.947)  -0.38
O (-4.970, -1.614, -1.773)  0.22
N (-2.794, -2.351, -1.386)  0.06
H (-2.077, -1.879, -0.786)  0.09
H (-2.531, -3.288, -1.054)  0.18
C (-2.599, -2.421, -2.901)  0.05
H (-3.687, -2.398, 1.083)  0.08
H (-5.380, -1.861, 0.817)  0.11
H (-4.052, -0.660, 0.667)  0.10
H (-3.236, -3.216, -3.268)  0.12
H (-1.550, -2.685, -3.051)  0.10
H (-2.712, -1.408, -3.270)  0.10
O (1.617, 0.282, -3.621)  0.04
C (0.735, -0.698, -4.062)  -0.80
O (-0.345, -0.279, -4.560)  -0.05
O (1.089, -1.884, -4.014)  -0.03
H (2.407, -0.217, -3.377)  0.09

---

[2]
Here is a 6-piece molecular cluster, C16H41N5O8 overall at a distorted geometry from the OMol25 dataset. Energies are from ωB97M-V/def2-TZVPD.

As for the charge: +4. The HOMO-LUMO gap comes out at 7.94 eV. Its highest occupied orbital energy is -17.9632 eV. The value obtained for the energy is -41048.595 eV. The LUMO energy comes out at -10.02 eV.

Last column: Löwdin charge in e.
Element x y z (Å)
C (-2.779, 2.141, -3.949)  0.02
C (-3.500, 1.038, -3.242)  -0.40
O (-3.559, -0.090, -3.536)  0.22
N (-4.474, 1.580, -2.173)  0.09
H (-4.039, 2.373, -1.702)  0.17
H (-5.310, 1.955, -2.635)  0.19
C (-4.931, 0.488, -1.210)  0.04
H (-2.075, 1.823, -4.714)  0.11
H (-2.128, 2.796, -3.360)  0.09
H (-3.474, 2.872, -4.374)  0.11
H (-5.555, 0.926, -0.435)  0.11
H (-4.027, 0.089, -0.764)  0.09
H (-5.521, -0.193, -1.814)  0.12
C (1.112, 3.034, 0.372)  0.03
C (1.800, 4.254, 0.867)  -0.40
O (2.888, 4.335, 1.297)  0.22
N (1.158, 5.564, 0.373)  0.07
H (1.659, 5.670, -0.522)  0.20
H (0.204, 5.424, 0.033)  0.17
C (1.339, 6.809, 1.245)  0.06
H (0.408, 2.641, 1.111)  0.09
H (1.916, 2.295, 0.342)  0.12
H (0.591, 3.087, -0.584)  0.10
H (2.419, 6.879, 1.345)  0.11
H (0.850, 6.617, 2.193)  0.11
H (0.933, 7.664, 0.713)  0.11
C (0.851, -3.084, 1.088)  0.03
C (1.542, -4.354, 1.521)  -0.40
O (2.257, -4.953, 0.805)  0.21
N (1.316, -4.886, 2.928)  0.10
H (2.223, -4.990, 3.393)  0.20
H (0.811, -4.196, 3.484)  0.16
C (0.499, -6.170, 2.929)  0.05
H (0.204, -3.383, 0.262)  0.11
H (1.688, -2.431, 0.852)  0.11
H (0.119, -2.671, 1.784)  0.07
H (-0.511, -6.111, 2.544)  0.12
H (0.560, -6.596, 3.932)  0.12
H (1.105, -6.907, 2.399)  0.12
C (2.841, -4.202, -3.130)  0.03
C (1.719, -3.260, -3.509)  -0.40
O (0.590, -3.590, -3.444)  0.18
N (2.106, -1.829, -3.763)  0.08
H (1.808, -1.210, -2.968)  0.11
H (3.122, -1.816, -3.649)  0.18
C (1.492, -1.231, -4.998)  0.04
H (3.351, -4.457, -4.064)  0.11
H (2.508, -5.146, -2.706)  0.10
H (3.553, -3.840, -2.385)  0.10
H (1.536, -0.157, -4.845)  0.11
H (0.441, -1.506, -5.059)  0.10
H (2.000, -1.617, -5.875)  0.11
C (1.412, 1.448, 4.318)  0.05
C (0.297, 0.683, 3.680)  -0.40
O (0.280, 0.103, 2.651)  0.16
N (-0.972, 0.665, 4.551)  0.10
H (-1.019, -0.153, 5.165)  0.19
H (-0.943, 1.477, 5.174)  0.18
C (-2.238, 0.793, 3.687)  0.05
H (1.165, 2.513, 4.347)  0.11
H (2.263, 1.318, 3.652)  0.11
H (1.609, 1.118, 5.339)  0.12
H (-3.004, 0.524, 4.412)  0.12
H (-2.158, 0.095, 2.863)  0.09
H (-2.369, 1.829, 3.393)  0.11
O (-0.293, -0.521, -0.248)  0.03
C (0.327, 0.079, -1.332)  -0.78
O (1.509, -0.235, -1.600)  -0.04
O (-0.329, 0.939, -1.996)  -0.06
H (-1.175, -0.152, -0.459)  0.09